1.
{"formula": "C24H76ClN8O4", "method": "wB97M-V/def2-TZVPD", "elements": ["N", "H", "H", "H", "H", "N", "H", "H", "H", "H", "N", "H", "H", "H", "H", "N", "H", "H", "H", "H", "Cl", "O", "O", "O", "O", "C", "C", "N", "C", "C", "C", "C", "H", "H", "H", "H", "H", "H", "H", "H", "H", "H", "H", "H", "H", "H", "H", "C", "C", "N", "C", "C", "C", "C", "H", "H", "H", "H", "H", "H", "H", "H", "H", "H", "H", "H", "H", "H", "H", "C", "C", "N", "C", "C", "C", "C", "H", "H", "H", "H", "H", "H", "H", "H", "H", "H", "H", "H", "H", "H", "H", "C", "C", "N", "C", "C", "C", "C", "H", "H", "H", "H", "H", "H", "H", "H", "H", "H", "H", "H", "H", "H", "H"], "coordinates": [[-2.6146, -1.7000, -1.4466], [-2.4775, -2.6977, -1.5239], [-1.6582, -1.4017, -1.3185], [-3.1474, -1.3774, -0.6516], [-2.8942, -1.2914, -2.3269], [-0.5686, -2.1613, 3.0858], [-0.8534, -3.0172, 2.6315], [-1.2719, -1.8928, 3.7592], [-0.5626, -1.4234, 2.3962], [0.3640, -2.1923, 3.4724], [-1.4207, 1.5176, 1.1222], [-0.9368, 0.6354, 1.0346], [-0.7788, 2.2964, 1.1605], [-1.9235, 1.5623, 1.9971], [-2.0631, 1.6926, 0.3628], [-3.1710, -0.9525, 2.2699], [-2.9239, -1.5471, 3.0481], [-3.1579, 0.0158, 2.5566], [-4.0697, -1.0837, 1.8280], [-2.5008, -0.7227, 1.5502], [-0.1480, -1.0035, 0.5735], [-0.5904, -0.8105, -0.8072], [0.9541, -1.9298, 0.5151], [0.2000, 0.2315, 1.2244], [-1.3103, -1.5468, 1.2298], [0.6685, 0.4871, 3.4867], [1.2033, -0.6810, 4.3014], [1.2741, -1.9958, 3.6555], [2.1023, -1.8951, 2.4140], [3.5657, -1.6516, 2.6877], [1.6601, -3.0605, 4.6276], [1.8142, -4.4127, 3.9389], [0.5532, 1.3402, 4.1554], [-0.1521, 0.1719, 2.8422], [1.3718, 0.9608, 2.8018], [2.1901, -0.3702, 4.6444], [0.5710, -0.8614, 5.1708], [2.0835, -2.8552, 1.8982], [1.7556, -1.1721, 1.6756], [3.9063, -2.4420, 3.3566], [4.0610, -2.0046, 1.7832], [3.8547, -0.6268, 2.9211], [1.0903, -2.9694, 5.5523], [2.6082, -2.8052, 5.1010], [2.6796, -4.4862, 3.2803], [0.8742, -4.7538, 3.5050], [2.0464, -5.1192, 4.7357], [3.1438, 2.9709, -2.5490], [3.4162, 1.6616, -1.8062], [2.2170, 0.8371, -1.7506], [1.9872, 0.1748, -0.4576], [2.9751, -0.9593, -0.1264], [2.1302, -0.0856, -2.8601], [0.7559, -0.8087, -3.0158], [2.5687, 2.8042, -3.4599], [4.0480, 3.2839, -3.0710], [2.6756, 3.6936, -1.8808], [4.3129, 1.1862, -2.2037], [3.6906, 2.0465, -0.8240], [2.0375, 0.8885, 0.3647], [1.0351, -0.3474, -0.3636], [2.5253, -1.5535, 0.6691], [2.9244, -1.6756, -0.9465], [4.0215, -0.6633, -0.0523], [3.0545, -0.6629, -2.8843], [2.1299, 0.5196, -3.7666], [0.6645, -1.6295, -2.3045], [0.7579, -1.2556, -4.0099], [-0.1660, -0.2272, -3.0190], [0.7480, 2.2162, 2.8147], [0.6356, 3.3772, 1.8014], [-0.1011, 2.9971, 0.6217], [0.6636, 2.0277, -0.2073], [-0.1463, 1.5699, -1.4036], [-0.5883, 4.2022, -0.1472], [0.4555, 4.9341, -0.9921], [0.0774, 1.3569, 2.8104], [0.9699, 2.4299, 3.8603], [1.6699, 1.7120, 2.5251], [0.0558, 4.1039, 2.3704], [1.6293, 3.7130, 1.5048], [1.5991, 2.4863, -0.5277], [0.9529, 1.1206, 0.3233], [-1.2278, 1.6947, -1.3509], [0.1099, 2.1508, -2.2896], [0.0375, 0.5015, -1.5168], [-0.8924, 5.0344, 0.4876], [-1.4620, 3.9023, -0.7258], [0.8807, 4.3364, -1.7984], [1.3003, 5.4653, -0.5537], [-0.1617, 5.7560, -1.3551], [-5.2235, -0.9561, -2.1279], [-4.4036, -1.0994, -3.4274], [-2.9571, -0.8608, -3.2524], [-2.7862, 0.5464, -3.0700], [-1.3267, 0.8570, -2.6672], [-2.2880, -1.3832, -4.4267], [-1.1090, -2.1870, -3.9744], [-6.2570, -1.1088, -2.4386], [-5.2017, -0.0127, -1.5824], [-5.0511, -1.7632, -1.4158], [-4.5725, -2.0987, -3.8286], [-4.8127, -0.3739, -4.1305], [-3.1626, 1.0619, -3.9535], [-3.4228, 0.9673, -2.2917], [-0.8722, 0.3800, -1.7988], [-0.7090, 0.6890, -3.5494], [-1.1882, 1.9222, -2.4817], [-1.8752, -0.5428, -4.9847], [-2.8922, -2.0237, -5.0691], [-1.3317, -3.1898, -3.6097], [-0.4440, -1.6294, -3.3148], [-0.4817, -2.4785, -4.8168]], "atomic_forces_ev_per_a": [[1.31, -5.74, 10.45], [-0.89, -0.63, 0.36], [-0.96, -0.23, -0.29], [-0.09, -0.76, 0.35], [-0.23, -0.24, -1.33], [-14.10, -1.74, -1.17], [-0.28, -0.18, -0.05], [-0.04, -0.30, 0.57], [0.36, -1.12, 2.91], [0.23, -1.90, 1.15], [-12.27, -5.70, 1.99], [-2.17, 1.97, 0.02], [1.53, 3.41, -0.71], [-0.66, 0.03, 0.38], [-0.26, 0.49, -0.03], [-2.81, 2.93, 0.47], [0.04, -0.55, -0.28], [-1.04, 0.55, 1.50], [-0.71, -0.63, 0.33], [0.57, -1.59, -0.52], [1.99, -5.47, -4.85], [1.07, -0.09, 3.85], [-7.08, -1.34, -1.62], [2.69, -6.95, 0.69], [-0.71, 0.61, -5.39], [1.52, -11.76, 7.68], [-0.14, -0.43, 1.17], [15.66, 2.78, 3.95], [1.80, -0.34, 2.55], [0.45, -1.31, -0.21], [1.98, 0.38, -0.21], [-0.36, -0.19, 1.38], [-0.65, -4.00, 2.22], [-0.40, -0.63, 2.36], [0.03, -7.80, 2.50], [0.07, -0.22, 0.27], [0.08, 0.16, 0.42], [-0.29, -0.05, 0.40], [0.60, 0.24, 3.46], [0.24, 0.66, 0.77], [0.31, 0.66, 0.04], [0.11, -0.26, 0.25], [-1.17, -0.45, -0.52], [0.51, 0.15, -0.46], [-0.33, 0.26, -0.26], [0.19, -0.10, -0.38], [-0.13, -0.17, 0.01], [0.37, -0.77, -1.32], [0.02, 1.28, 0.16], [0.11, -0.63, 1.35], [5.37, -2.55, -0.84], [0.17, -0.48, -1.66], [-0.98, 1.06, -0.70], [5.19, -0.30, 0.35], [-0.83, -0.11, 0.23], [0.34, 0.71, 0.85], [0.40, 0.17, -0.50], [-0.11, -0.48, -0.09], [0.04, -0.68, 0.47], [2.71, -1.21, -0.56], [3.25, 2.14, -2.69], [3.01, 1.08, -1.47], [0.26, -0.11, -0.34], [-0.20, 0.16, 0.38], [-0.36, -0.87, -0.28], [0.51, 0.30, -0.09], [0.63, -0.10, -0.14], [1.22, 0.47, 0.18], [2.54, -1.12, 0.33], [1.75, 10.48, -6.18], [0.21, 1.02, 1.53], [4.72, 6.03, -2.35], [-0.56, 3.77, -0.39], [6.64, 5.07, 7.19], [1.22, 0.13, 0.61], [-0.47, -0.02, -0.91], [-2.78, 5.60, -2.69], [0.12, 2.65, -1.13], [1.89, 5.77, -2.15], [0.19, 0.83, -0.60], [0.07, 0.50, 0.44], [-0.34, 0.49, 0.25], [-2.02, 4.53, -0.65], [1.14, 1.50, 4.74], [1.47, 0.05, 1.02], [4.11, 3.05, 1.16], [-0.48, -0.73, 0.83], [0.11, 0.02, -0.30], [-0.43, 0.20, -0.20], [-0.14, -0.44, 0.89], [0.27, 0.04, -0.79], [-0.66, -0.70, -0.26], [-1.32, 0.39, 0.62], [-4.78, 4.27, -10.52], [1.25, 1.61, 0.20], [-8.10, -1.15, -9.41], [1.75, -0.40, -0.55], [-0.16, -1.84, -0.52], [-0.11, 0.17, 0.10], [0.22, 0.18, -0.32], [0.05, -0.10, -0.03], [0.09, 0.04, 0.06], [0.09, -0.10, -0.26], [0.45, 0.25, -0.27], [-0.35, -0.54, 0.41], [-5.54, -1.50, -3.86], [-1.11, 1.02, -0.69], [-3.30, -1.13, -4.12], [-0.39, 0.02, -0.41], [-0.43, 0.55, 0.10], [-0.58, -0.04, 0.53], [-3.01, -2.20, -0.67], [0.01, 0.33, -0.32]], "total_charge": 3, "orbital_gap_ev": 6.636, "molar_mass_g_mol": 576.38, "largest_force_ev_per_a": 16.4, "lumo_ev": -8.77, "relative_energy_ev": 49.869}

***

2.
{"formula": "C24H76O14", "method": "wB97M-V/def2-TZVPD", "elements": ["C", "C", "O", "H", "H", "H", "H", "H", "H", "C", "C", "O", "H", "H", "H", "H", "H", "H", "C", "C", "O", "H", "H", "H", "H", "H", "H", "C", "C", "O", "H", "H", "H", "H", "H", "H", "C", "C", "O", "H", "H", "H", "H", "H", "H", "C", "C", "O", "H", "H", "H", "H", "H", "H", "C", "C", "O", "H", "H", "H", "H", "H", "H", "C", "C", "O", "H", "H", "H", "H", "H", "H", "C", "C", "O", "H", "H", "H", "H", "H", "H", "C", "C", "O", "H", "H", "H", "H", "H", "H", "C", "C", "O", "H", "H", "H", "H", "H", "H", "C", "C", "O", "H", "H", "H", "H", "H", "H", "O", "H", "H", "O", "H", "H"], "coordinates": [[0.2462, -2.8289, -3.3763], [0.4860, -2.4780, -4.7580], [0.2779, -1.1554, -5.1056], [-0.7872, -3.0133, -3.2058], [0.5975, -2.0461, -2.6469], [0.8110, -3.6957, -3.1944], [-0.0635, -3.2092, -5.4152], [1.5827, -2.6986, -4.9544], [-0.5419, -0.8358, -4.6310], [5.9173, 0.1525, 0.5820], [4.7223, 1.0375, 0.3420], [4.0231, 1.3103, 1.5328], [6.5858, 0.5959, 1.3709], [6.5873, 0.0103, -0.2664], [5.5576, -0.8210, 0.8834], [3.9567, 0.4872, -0.3094], [4.9878, 1.9563, -0.1542], [3.3857, 2.0341, 1.3684], [2.6331, 2.0367, -5.5744], [2.3535, 1.8206, -4.0621], [2.2875, 0.4780, -3.6702], [2.6745, 3.0051, -5.9285], [1.7120, 1.6608, -6.1406], [3.4621, 1.3592, -5.9204], [1.3888, 2.3350, -3.8709], [3.1098, 2.2581, -3.4377], [1.7024, 0.0196, -4.2494], [1.8674, -4.0724, -0.2381], [1.7759, -3.9271, 1.2736], [1.3884, -2.6030, 1.7015], [2.5903, -3.3347, -0.5640], [0.9265, -3.9819, -0.7816], [2.3005, -5.0505, -0.5798], [2.7443, -4.1241, 1.6535], [1.0889, -4.7060, 1.5833], [0.7395, -2.7400, 2.3921], [-5.3460, 0.6991, 4.6501], [-4.0872, -0.0414, 5.0885], [-3.1062, -0.0962, 3.9810], [-4.9702, 1.6880, 4.3430], [-6.0701, 0.8181, 5.4727], [-5.6919, 0.1845, 3.8053], [-4.4014, -1.0812, 5.2910], [-3.5641, 0.3543, 5.9490], [-3.4158, -0.7711, 3.3767], [0.0556, 2.2354, 4.8927], [1.5110, 1.9843, 4.7380], [1.8626, 1.5694, 3.4242], [-0.4752, 1.3574, 4.8223], [-0.2010, 2.8238, 3.9909], [-0.1487, 2.7651, 5.8298], [1.8134, 1.1482, 5.4158], [2.1041, 2.8422, 5.0717], [2.6187, 0.9607, 3.3952], [-4.2959, 1.4906, -0.9702], [-3.4468, 1.8246, 0.2065], [-3.7227, 0.7731, 1.1403], [-5.3525, 1.4988, -0.6718], [-4.0108, 0.5126, -1.3924], [-4.1621, 2.2424, -1.7753], [-3.7814, 2.7522, 0.6391], [-2.4302, 1.9154, -0.1274], [-3.3197, 0.7091, 1.9853], [-2.4559, -2.6823, 0.4517], [-3.8926, -2.8820, 0.8909], [-4.5483, -1.8498, 1.5379], [-2.0973, -3.3687, -0.3151], [-1.7371, -2.6951, 1.3734], [-2.3121, -1.6825, 0.0105], [-3.9186, -3.7600, 1.5341], [-4.4616, -3.2689, 0.0478], [-4.3441, -1.0865, 1.0110], [0.5548, -2.6032, 6.0622], [-0.0025, -1.6398, 5.0648], [-0.3348, -2.4477, 3.8715], [-0.0181, -3.4508, 6.4676], [0.9890, -2.0610, 6.8936], [1.3905, -3.0763, 5.5154], [0.8102, -0.9571, 4.7645], [-0.8754, -1.0559, 5.2449], [-1.1988, -2.8158, 4.1320], [-0.1943, 0.0577, 0.8840], [0.7390, -0.4656, -0.1755], [0.4380, 0.3811, -1.3385], [-0.2675, -0.7071, 1.6554], [-1.1375, 0.2845, 0.4538], [0.1311, 0.9875, 1.4016], [0.5718, -1.5223, -0.3741], [1.7528, -0.3314, 0.1667], [1.1415, 0.4233, -1.9710], [-0.8351, 2.3372, -7.9080], [-1.0607, 0.8413, -7.6930], [0.0950, 0.0813, -7.4953], [-1.7204, 2.7580, -8.3854], [-0.0635, 2.4486, -8.6146], [-0.5661, 2.8043, -6.9409], [-1.5829, 0.3884, -8.5558], [-1.7759, 0.6774, -6.7949], [0.1174, -0.3179, -6.6173], [0.5823, 5.0097, -0.3160], [1.1502, 3.6277, -0.1633], [2.1401, 3.3350, 0.7736], [-0.0502, 5.2713, 0.5163], [-0.1908, 5.0992, -1.0898], [1.3348, 5.6859, -0.4846], [1.5445, 3.2681, -1.1204], [0.3014, 2.9064, -0.1007], [1.6673, 3.2381, 1.6092], [-1.4027, -0.1443, -3.3053], [-0.9257, 0.0935, -2.4882], [-1.8253, 0.5922, -3.6695], [3.1095, -1.4368, 3.5177], [2.3684, -1.6123, 2.8745], [3.8224, -1.0711, 2.9701]], "atomic_forces_ev_per_a": [[-0.10, 1.45, 2.26], [2.26, -1.74, -2.51], [-1.21, 1.33, 0.16], [-0.94, -0.16, 0.47], [-0.28, -0.64, -0.75], [0.53, -1.37, 0.55], [0.25, 0.80, 0.27], [-1.09, 0.43, -0.11], [0.92, -0.19, -0.02], [0.84, 0.56, 0.99], [-1.64, -0.94, -1.28], [0.10, 0.27, 0.89], [-0.79, -0.48, -0.45], [-0.42, 0.13, -0.33], [0.16, -0.36, 0.33], [1.23, 0.61, 0.19], [0.22, 0.44, -0.28], [0.33, -0.46, -0.13], [-1.37, -4.19, 0.03], [-0.56, 1.22, -1.15], [0.75, 0.13, 0.89], [0.75, 2.27, -0.21], [1.09, 0.09, 0.71], [-0.52, 1.02, 0.29], [0.32, -0.12, 0.26], [0.38, 0.39, 0.24], [-1.00, -0.88, -0.96], [0.67, -0.31, -0.47], [-0.60, -0.05, -1.01], [0.10, -1.05, -0.91], [-0.07, 0.38, -0.53], [-0.05, 0.33, 0.23], [-0.35, 0.62, 0.77], [0.98, -0.34, 0.70], [-0.29, 0.12, 0.75], [-0.62, 0.20, 0.59], [1.88, 1.46, 1.39], [-0.08, -1.33, -1.19], [-0.54, 0.50, 1.17], [-0.59, -0.08, -0.02], [0.16, -0.22, -0.49], [-1.05, -0.58, -1.11], [0.41, 0.26, 0.27], [0.01, 0.25, 0.06], [-0.24, -0.49, -0.32], [0.82, 2.26, -1.05], [1.88, -1.71, 1.27], [-0.53, 0.54, -0.50], [-1.37, -2.05, 0.00], [-0.41, 0.18, 0.64], [-0.10, -0.02, -0.34], [-0.16, 0.54, -0.14], [-0.01, 0.15, -0.31], [-0.24, 0.19, 0.29], [-0.47, 0.23, -1.17], [-0.71, -0.49, 0.81], [-0.76, -0.62, -1.79], [0.24, -0.20, -0.22], [-0.22, 0.27, 0.21], [-0.08, -0.32, 0.41], [0.09, 0.61, 0.19], [0.84, -0.17, 0.33], [1.13, 0.85, 1.24], [1.55, 1.39, 1.64], [0.23, -2.65, -0.54], [0.22, 0.06, 0.65], [-0.24, -0.35, 0.26], [-1.12, -0.09, -1.65], [-0.15, -0.16, 0.10], [0.04, 0.02, 0.50], [-0.34, 0.43, -0.55], [-0.10, 1.39, -0.21], [1.15, -0.48, 0.36], [0.67, -0.88, -1.72], [-0.78, 0.40, 0.69], [-0.52, 0.62, -0.34], [0.11, 0.06, 0.34], [-0.13, 0.17, 0.41], [-0.36, -0.25, 0.01], [-0.66, 0.39, 0.78], [0.50, -0.03, -0.63], [0.87, 0.05, 1.24], [-0.61, 1.44, -0.48], [-0.69, -0.52, 0.98], [-0.39, 0.09, 0.15], [-1.04, -0.17, -0.32], [0.23, -0.58, -0.53], [-0.12, 0.08, -0.24], [0.55, 0.03, -0.22], [1.20, -0.22, -0.74], [-0.65, -0.88, 1.03], [-1.86, -0.74, 1.01], [0.70, 0.44, -0.37], [-0.14, 0.24, 0.46], [1.27, 0.27, -0.75], [-0.21, 0.10, -0.68], [0.04, 0.41, 0.15], [0.85, 0.35, -1.24], [0.05, -0.21, 0.10], [-1.85, -1.13, 0.62], [-1.59, -2.15, -2.54], [-0.19, 0.68, 1.01], [0.31, 0.36, 0.96], [0.61, -0.52, -0.50], [1.64, 1.98, -0.28], [0.34, 0.48, -0.09], [0.33, 0.34, 0.58], [0.38, -0.14, 0.40], [0.42, -1.95, 0.43], [0.30, 0.21, 0.11], [-1.01, 1.92, -0.50], [-0.50, 0.29, -0.61], [1.07, -0.02, 0.49], [-0.28, -0.09, 0.15]], "total_charge": 0, "orbital_gap_ev": 10.061, "molar_mass_g_mol": 588.86, "largest_force_ev_per_a": 4.4, "lumo_ev": 0.41, "relative_energy_ev": 4.795}